No. 1
Entry from the Open Molecules 2025 dataset: C4H9NO2 as an isolated structure at a distorted geometry (wB97M-V/def2-TZVPD).

Each line ends with the Löwdin charge.
Element x y z (Å)
O 1.961 -1.911 1.640  0.04
O 0.259 1.829 -0.642  0.00
N 1.387 0.287 1.525  0.18
C 0.471 -1.293 -0.123  -0.10
C 1.348 -1.004 1.099  -0.54
C -0.321 0.870 -1.132  -0.29
C -0.731 -0.361 -0.362  -0.18
H 1.125 -1.307 -1.001  0.13
H -0.434 0.803 -2.233  0.13
H 0.117 -2.316 0.001  0.12
H -2.508 2.116 -0.781  0.05
H 2.040 0.499 2.265  0.11
H 1.019 1.047 0.959  0.07
H -1.487 -0.901 -0.938  0.11
H -1.172 -0.062 0.590  0.12
H -3.087 1.624 -0.951  0.06

Properties
total energy = -9878.3756 eV
energy above the lowest of the compared OMol25 structures with the same formula, charge and spin = 38.9 kcal per mole
molar mass = 103.1 u
orbital gap = 10.2 eV

No. 2
Entry from the Open Molecules 2025 dataset: one molecule with the formula C5H6N2O2S at a distorted geometry (wB97M-V/def2-TZVPD).

Each line ends with the Löwdin charge.
Element x y z (Å)
S 4.293 -0.058 0.458  0.72
O -1.969 -2.612 0.073  0.08
O 1.733 0.230 0.055  -0.04
N -1.836 -0.297 0.053  0.17
N -0.031 -1.416 0.007  0.16
C -1.366 -1.590 0.083  -0.59
C 2.843 -0.515 -0.053  -0.75
C -0.804 0.647 0.050  -0.22
C -0.928 2.081 -0.068  -0.05
C 0.393 -0.110 0.005  -0.20
H -1.883 2.552 -0.003  0.06
H -2.727 -0.201 -0.306  0.14
H -0.702 2.506 0.952  0.10
H 0.609 -2.262 0.174  0.20
H -0.339 2.581 -0.961  0.13
H 2.716 -1.537 -0.519  0.09

Properties
total energy = -23190.9445 eV
structure (SMILES) = Cc1[nH]c(=O)[nH]c1OC=S
energy above the lowest of the compared OMol25 structures with the same formula, charge and spin = 63.5 kcal per mole
molar mass = 158.2 u
orbital gap = 7.7 eV

No. 3
Entry from the Open Molecules 2025 dataset: C38H84N3O6S3 as an isolated structure (wB97M-V/def2-TZVPD).

Each line ends with the Löwdin charge.
Element x y z (Å)
S -0.524 -3.817 -1.985  0.96
S 1.007 -3.746 3.183  0.53
S 0.203 -6.165 4.306  0.53
O 0.553 -6.862 3.079  -0.36
O -2.029 -4.606 4.221  -0.20
O -2.565 -4.811 -0.557  0.01
O -0.236 -3.482 2.460  -0.35
O 1.752 -2.590 3.650  -0.35
O 0.405 -6.862 5.563  -0.36
N -1.682 -6.533 0.510  0.08
N 0.852 -4.729 4.415  -0.33
N -0.699 -5.950 -0.279  0.09
C 5.834 -1.960 -2.726  -0.23
C -4.137 2.623 -4.596  -0.27
C 2.401 -3.505 0.889  -0.22
C -2.747 -5.835 0.308  -0.21
C 8.167 -0.268 -3.922  -0.12
C 3.047 2.351 1.674  -0.22
C 3.646 7.279 4.937  -0.23
C 4.619 -1.188 -3.238  -0.26
C -3.794 1.315 -5.308  -0.22
C -3.875 3.865 -5.442  -0.11
C 4.434 6.228 5.722  -0.23
C -2.693 -4.167 3.058  -0.14
C -6.586 -0.043 -5.431  -0.11
C 7.389 0.092 -2.659  -0.27
C 6.830 -1.122 -1.920  -0.23
C 2.478 5.165 0.441  -0.11
C -5.754 -3.348 -1.014  -0.22
C -1.257 -4.940 -0.876  -0.69
C 0.631 -2.990 -0.843  -0.46
C 2.013 -4.556 1.949  -0.24
C -1.612 -5.933 4.200  -0.26
C -8.651 -2.251 -0.654  -0.11
C 1.215 0.621 1.252  -0.09
C 2.139 3.424 2.276  -0.23
C -4.556 -2.584 -3.127  -0.10
C -6.111 1.037 -6.396  -0.27
C -5.075 -2.195 -1.747  -0.26
C 2.363 1.433 0.662  -0.26
C -8.111 -2.876 -1.936  -0.27
C 2.180 7.418 5.348  -0.27
C 3.776 -0.585 -2.120  -0.11
C 1.379 6.135 5.154  -0.10
C -4.595 1.051 -6.585  -0.23
C 1.479 4.354 1.260  -0.27
C 5.085 7.754 7.664  -0.11
C 1.894 -3.805 -0.529  -0.25
C 4.446 6.437 7.235  -0.27
C -7.005 -3.904 -1.696  -0.22
H 8.046 0.640 -1.978  0.10
H 0.815 5.041 1.794  0.09
H -6.454 2.015 -6.048  0.10
H 7.660 -1.767 -1.616  0.11
H 1.667 -4.859 -0.712  0.09
H -8.930 -3.364 -2.471  0.10
H -2.829 3.907 -5.755  0.07
H -2.729 1.317 -5.559  0.11
H 1.999 -2.534 1.194  0.08
H -5.754 -1.340 -1.829  0.09
H 4.990 5.608 7.694  0.10
H -4.025 -1.748 -3.585  0.06
H 3.690 7.020 3.874  0.10
H -4.336 1.797 -7.342  0.10
H 3.107 0.738 0.270  0.08
H -1.999 -6.466 5.076  0.10
H -1.908 -6.454 3.279  0.09
H -3.853 -3.416 -3.049  0.06
H 4.035 5.234 5.504  0.10
H 2.009 2.016 -0.194  0.10
H 2.670 -3.516 -1.252  0.09
H -7.674 -0.053 -5.349  0.07
H -4.281 0.086 -6.995  0.11
H 3.417 -1.360 -1.438  0.06
H 0.405 1.256 1.614  0.07
H 1.560 0.006 2.086  0.08
H 5.112 7.844 8.751  0.07
H -6.730 -4.355 -2.654  0.10
H 6.578 0.780 -2.914  0.10
H 0.091 -2.690 0.058  0.07
H 1.398 -5.359 1.538  0.07
H 3.427 6.381 7.628  0.10
H -7.403 -4.719 -1.084  0.11
H -7.878 -1.700 -0.118  0.07
H -2.125 -4.435 2.156  0.04
H 0.329 6.281 5.409  0.07
H 7.532 -0.763 -4.658  0.06
H 2.110 7.742 6.390  0.10
H 3.124 4.521 -0.158  0.06
H -4.492 3.878 -6.342  0.06
H -9.463 -1.554 -0.866  0.07
H 2.880 -5.014 2.431  0.10
H 4.136 8.252 5.029  0.10
H -5.027 -4.156 -0.908  0.09
H 3.448 1.741 2.489  0.11
H -6.266 -1.032 -5.767  0.07
H 8.994 -0.941 -3.688  0.07
H 0.793 -0.051 0.502  0.06
H -9.038 -3.020 0.019  0.07
H 4.936 -0.397 -3.924  0.10
H 8.584 0.622 -4.395  0.07
H -6.183 0.110 -4.428  0.06
H 1.431 5.807 4.114  0.05
H 3.490 -3.384 0.886  0.11
H 0.906 -2.096 -1.415  0.06
H 5.488 -2.784 -2.094  0.11
H -3.710 -4.586 3.005  0.09
H 1.730 8.218 4.753  0.10
H 3.912 2.826 1.200  0.10
H 6.113 7.824 7.299  0.07
H -5.184 2.612 -4.279  0.10
H 2.897 -0.080 -2.526  0.08
H 4.332 0.149 -1.537  0.06
H -3.547 2.682 -3.678  0.11
H 0.838 3.777 0.588  0.10
H 2.728 4.028 2.975  0.09
H -6.005 -3.031 0.003  0.11
H -4.092 4.776 -4.883  0.07
H -2.751 -3.077 3.105  0.09
H 1.361 2.946 2.877  0.11
H 1.758 5.323 5.777  0.07
H 3.119 5.764 1.093  0.07
H 6.358 -0.787 -0.993  0.10
H 4.001 -1.869 -3.828  0.10
H -7.745 -2.087 -2.600  0.09
H 5.465 6.223 5.356  0.11
H -3.726 -5.993 0.736  0.13
H 4.536 8.614 7.278  0.06
H -6.581 0.883 -7.371  0.10
H 1.970 5.847 -0.243  0.07
H -4.232 -1.856 -1.141  0.11
H -5.358 -2.873 -3.809  0.06
H -3.934 0.485 -4.610  0.09
H 6.345 -2.426 -3.573  0.10

Properties
total energy = -90030.6003 eV
net charge = -1
molar mass = 775.3 u
orbital gap = 7.9 eV

No. 4
Entry from the Open Molecules 2025 dataset: a 10-piece molecular cluster, C20H60O20 overall at a distorted geometry (wB97M-V/def2-TZVPD).

Each line ends with the Löwdin charge.
Element x y z (Å)
O -8.626 -7.690 0.731  -0.06
O 4.883 -0.793 -5.274  -0.06
O -2.747 7.528 2.726  -0.08
O -1.378 7.267 -3.002  -0.08
O 4.947 -2.749 2.914  -0.08
O -1.538 8.759 5.108  -0.04
O 1.323 8.592 -2.251  -0.05
O -7.323 -6.984 -1.755  -0.05
O -5.091 -3.486 -8.603  -0.07
O 3.651 1.850 -6.060  -0.08
O 2.221 -8.678 -2.498  -0.08
O -2.115 0.031 0.955  -0.07
O 5.567 3.411 2.115  -0.07
O -1.447 1.450 7.944  -0.08
O 1.203 1.974 9.162  -0.09
O -2.390 -2.570 -0.799  -0.07
O -3.256 -5.392 -9.365  -0.06
O 2.930 3.914 1.138  -0.09
O 3.895 -7.264 -0.480  -0.06
O 6.380 -4.134 5.364  -0.09
C 3.950 -7.055 -1.838  -0.28
C -2.872 -4.625 -8.248  -0.25
C 3.176 3.919 2.550  -0.22
C -0.367 0.553 7.663  -0.23
C -1.759 9.343 3.886  -0.32
C -1.841 -2.332 0.480  -0.24
C -1.155 -0.918 0.566  -0.23
C -0.797 8.422 -3.635  -0.21
C 0.753 0.610 8.754  -0.17
C 3.120 0.826 -5.199  -0.22
C -8.655 -6.412 0.121  -0.22
C 0.264 9.287 -2.798  -0.26
C -8.500 -6.433 -1.440  -0.30
C 4.648 4.313 2.791  -0.22
C -4.037 -3.831 -7.657  -0.23
C 4.291 0.141 -4.434  -0.26
C -3.015 8.846 3.298  -0.21
C 4.568 -2.677 4.310  -0.20
C 2.614 -7.287 -2.551  -0.22
C 5.842 -2.793 5.282  -0.21
H -1.805 0.854 0.569  0.08
H 0.457 0.100 9.671  0.11
H 2.963 4.795 0.760  0.09
H -7.413 -7.861 -1.374  0.09
H -0.982 9.378 5.588  0.09
H 0.652 10.064 -3.457  0.10
H 5.019 5.322 2.612  0.11
H -0.227 9.988 -2.123  0.11
H -0.598 6.829 -2.654  0.07
H -4.699 -2.799 -9.147  0.08
H -2.974 -3.311 -0.622  0.08
H 0.481 2.574 8.959  0.06
H 1.623 7.990 -2.936  0.09
H 4.752 4.249 3.874  0.10
H -1.883 10.411 4.062  0.12
H -2.415 -5.225 -7.461  0.12
H -3.751 8.789 4.100  0.13
H 2.545 0.139 -5.820  0.12
H 4.014 -0.339 -3.496  0.12
H -2.183 -3.830 -8.533  0.11
H 0.006 0.800 6.669  0.11
H 4.830 -7.578 -2.213  0.12
H 3.017 2.934 2.989  0.12
H 4.215 1.446 -6.724  0.07
H -4.012 -4.983 -9.791  0.07
H 1.837 -6.584 -2.250  0.12
H -0.883 9.300 3.237  0.12
H -0.813 -0.440 7.621  0.11
H -4.718 -4.334 -6.969  0.12
H 3.363 -8.035 -0.272  0.09
H 2.390 4.556 2.956  0.12
H -3.013 7.643 1.810  0.07
H 5.152 -0.491 -6.145  0.08
H 5.780 -4.831 5.638  0.08
H 3.808 -3.430 4.515  0.10
H -2.493 -2.601 1.311  0.12
H 1.278 -8.769 -2.653  0.08
H 4.113 -1.738 4.624  0.10
H -1.678 9.001 -3.909  0.11
H 4.207 -5.998 -1.898  0.12
H -0.775 -0.659 -0.422  0.12
H -3.269 9.446 2.424  0.12
H 4.949 0.934 -4.076  0.11
H -0.320 -0.868 1.264  0.11
H -9.380 -8.190 0.409  0.09
H 2.545 1.278 -4.390  0.11
H -9.223 -6.887 -2.118  0.12
H 6.656 -2.089 5.112  0.12
H 1.648 0.115 8.377  0.11
H 5.461 -3.528 2.686  0.08
H 5.546 -2.464 6.278  0.10
H -9.618 -5.935 0.303  0.11
H -0.422 8.077 -4.599  0.10
H -1.906 1.689 7.135  0.08
H -8.331 -5.412 -1.781  0.12
H -1.135 -3.159 0.550  0.10
H -7.934 -5.779 0.638  0.12
H 2.698 -7.064 -3.614  0.11
H 5.071 2.667 1.766  0.07
H -3.536 -3.091 -7.033  0.11

Properties
total energy = -62652.7527 eV
structure (SMILES) = OCCO.OCCO.OCCO.OCCO.OCCO.OCCO.OCCO.OCCO.OCCO.OCCO
energy above the lowest of the compared OMol25 structures with the same formula, charge and spin = 152.1 kcal per mole
molar mass = 620.7 u
orbital gap = 10.0 eV

No. 5
Entry from the Open Molecules 2025 dataset: a 2-piece molecular cluster, C9H14 overall at a distorted geometry (wB97M-V/def2-TZVPD).

Each line ends with the Löwdin charge.
Element x y z (Å)
C 2.183 -1.692 0.845  -0.17
C -1.145 -1.508 0.099  -0.04
C -1.145 0.157 -1.814  -0.06
C -1.222 -0.075 -0.445  -0.26
C -1.046 1.030 0.381  -0.08
C -1.285 2.513 -1.481  -0.12
C 2.047 -0.470 1.771  -0.15
C -1.230 1.449 -2.348  -0.09
C -1.047 2.340 -0.136  -0.09
H -1.219 1.591 -3.429  0.10
H -1.114 1.042 1.487  0.12
H 3.123 -2.218 0.970  0.06
H -0.116 -1.824 0.289  0.03
H -1.313 3.490 -1.989  0.11
H -0.893 3.097 0.629  0.10
H 3.021 -0.108 2.092  0.06
H 1.392 0.331 1.436  0.04
H 1.470 -0.802 2.654  0.07
H 2.163 -1.363 -0.176  0.06
H -1.613 -2.233 -0.547  0.07
H 1.409 -2.445 0.996  0.05
H -0.871 -0.716 -2.397  0.11
H -1.551 -1.585 1.112  0.08

Properties
total energy = -9559.3301 eV
structure (SMILES) = Cc1ccccc1.CC
energy above the lowest of the compared OMol25 structures with the same formula, charge and spin = 19.6 kcal per mole
molar mass = 122.2 u
orbital gap = 10.1 eV

No. 6
Entry from the Open Molecules 2025 dataset: an isolated ion of composition C14H24N3O5 and charge -1 at a distorted geometry (wB97M-V/def2-TZVPD).

Each line ends with the Löwdin charge.
Element x y z (Å)
O 1.547 -3.701 1.338  0.03
O -0.752 -1.123 -2.485  -0.09
O -2.203 -2.765 -2.803  -0.07
O -0.863 0.735 1.560  0.01
O -1.836 3.634 -2.151  0.04
N 0.356 -3.309 -0.546  0.05
N -1.681 2.478 -0.287  0.10
N 0.086 -0.673 0.090  0.12
C 0.901 -1.471 1.011  -0.20
C -2.749 0.545 -1.238  -0.14
C -0.710 0.339 0.395  -0.41
C -2.316 4.833 -0.205  -0.01
C -1.883 -1.646 -2.306  -0.70
C 2.416 0.547 1.748  -0.39
C 3.606 0.618 2.709  -0.09
C 2.300 -0.866 1.119  -0.12
C 0.959 -2.925 0.591  -0.47
C 2.656 1.583 0.618  -0.07
C -2.860 -0.975 -1.354  -0.12
C -1.398 1.141 -0.780  -0.17
C 0.437 -4.693 -1.019  -0.05
C -1.901 3.570 -0.946  -0.61
H -0.043 -5.332 -0.258  0.08
H 1.495 -5.023 -1.107  0.09
H 2.716 2.540 1.086  0.06
H 0.194 -0.860 -0.926  0.12
H -1.584 5.631 -0.463  0.09
H 3.597 1.565 3.219  0.07
H -2.265 4.739 0.886  0.06
H -3.027 0.970 -2.203  0.12
H -3.376 5.084 -0.450  0.09
H 1.517 0.848 2.345  0.13
H 4.511 0.524 2.102  0.08
H -3.530 0.822 -0.542  0.11
H 3.600 -0.183 3.428  0.07
H -0.789 1.161 -1.648  0.13
H -2.731 -1.331 -0.322  0.12
H 3.580 1.372 0.084  0.08
H 0.460 -1.476 2.022  0.17
H 2.713 -0.883 0.117  0.12
H 1.835 1.630 -0.087  0.07
H -0.120 -2.610 -1.116  0.09
H 2.899 -1.600 1.693  0.12
H -1.761 2.518 0.722  0.13
H -0.110 -4.831 -1.943  0.08
H -3.890 -1.151 -1.697  0.11

Properties
total energy = -29619.4729 eV
structure (SMILES) = CNC(=O)[C@@H](CC(C)C)NC(=O)[C@@H](CCC(=O)[O-])NC(C)=O
energy above the lowest of the compared OMol25 structures with the same formula, charge and spin = 2.6 kcal per mole
net charge = -1
molar mass = 314.4 u
orbital gap = 8.2 eV

Q: Among the records above, which one has the highest orbital gap?
A: C4H9NO2